[1]
Computed, not measured: a cluster of 2 separate species, C2H2ClIO in total, with ωB97M-V/def2-TZVPD.

```
7
Properties=species:S:1:pos:R:3:mulliken_charge:R:1
I 2.6123 -0.1461 -0.4801 0.10
Cl -2.0346 -2.3658 -0.3624 -0.24
O -0.7288 0.1486 1.5317 -0.30
C 0.9613 1.0733 0.0180 -0.84
C 0.0743 0.5931 0.8250 0.63
H 0.9600 2.0556 -0.4051 0.41
H -1.8447 -1.3587 -1.1270 0.23
```

Calculated values
SMILES = O=C=CI.Cl
net charge = 0


[2]
Computed, not measured: a cluster of 2 separate species, C2H2ClN2O2 in total, with ωB97M-V/def2-TZVPD.

```
9
Properties=species:S:1:pos:R:3:mulliken_charge:R:1
Cl -2.3287 1.0379 -1.7769 0.12
O 1.2392 0.9233 5.2091 -0.25
O 0.8669 -0.0394 3.1924 -0.38
N -0.2857 -0.2511 -0.5705 0.49
N -0.6829 0.4031 -1.5415 -0.45
C 0.9551 0.4782 4.2164 0.61
C 0.1022 -0.8374 0.3506 -0.06
H 0.3908 -1.4730 1.0466 0.63
H -0.0946 0.3441 -2.3346 0.30
```

Calculated values
net charge = +1


[3]
Computed, not measured: the molecule C2H2ClNO, with ωB97M-V/def2-TZVPD.

```
7
Properties=species:S:1:pos:R:3:mulliken_charge:R:1
Cl -0.2739 0.4169 2.0402 -0.11
O 1.0728 0.8870 -0.3662 -0.55
N -1.8864 -0.4948 -1.1156 -0.29
C -0.9729 -0.3373 -0.4276 0.20
C 0.1000 -0.2285 0.4661 0.19
H 0.7606 -0.9800 0.6859 0.25
H 1.1998 0.7368 -1.2828 0.31
```

Calculated values
SMILES = N#C[C@@H](O)Cl
net charge = 0


Number 1: LUMO level -0.522 eV. Number 2: LUMO level -6.151 eV. Number 3: LUMO level 0.208 eV.